Entry 1:
Below is 2 unconnected molecules or ions with the total composition C18H35N4O4P in a non-equilibrium geometry, with properties calculated with the ωB97M-V functional and the def2-TZVPD basis.

Cartesian coordinates (Å):
H (2.097, -2.692, 2.228)
H (0.082, 1.580, -0.186)
H (1.487, -1.523, 1.030)
H (-0.138, 5.663, -2.543)
C (-0.028, 1.334, -3.275)
C (2.551, 1.217, -3.151)
H (-2.046, 2.520, -2.978)
C (-2.462, -2.154, 3.015)
C (0.740, -3.386, -0.717)
H (-3.283, -0.324, -2.656)
C (-2.673, -0.169, -4.847)
H (-2.614, -1.206, 3.549)
C (-0.204, 6.197, -1.501)
H (1.355, -5.851, 3.708)
H (-1.960, -5.283, 3.626)
H (-1.114, -4.117, 4.669)
H (0.473, -2.363, -1.021)
N (-1.069, -2.351, 2.596)
H (-3.776, -0.295, -5.285)
C (1.844, 3.082, -0.431)
H (-2.794, -2.965, 3.669)
H (0.250, -2.391, 4.267)
H (-0.333, 3.850, -0.022)
N (0.763, -3.513, 0.765)
N (-0.122, -4.594, 2.851)
H (-1.607, 1.277, -1.631)
H (-3.127, -2.122, 2.154)
H (1.721, -3.606, -1.157)
O (0.226, 1.164, -5.987)
O (3.813, 1.196, -2.679)
H (2.022, 5.839, -1.053)
H (-2.171, 6.889, -1.115)
O (2.161, 1.092, -4.585)
C (0.996, 5.712, -0.460)
H (1.830, -5.162, 2.200)
H (2.762, 3.036, 0.312)
C (1.792, -2.562, 1.189)
H (2.270, 3.467, -1.463)
C (1.266, -4.936, 3.110)
C (0.697, 1.179, -4.737)
C (1.117, 1.388, -2.322)
P (-0.827, -3.656, 1.512)
H (0.029, -4.082, -1.170)
H (1.803, 0.783, -0.119)
H (2.721, -2.717, 0.621)
C (-0.969, -4.952, 3.970)
H (-0.572, -5.779, 4.576)
H (-1.484, 5.991, 0.146)
H (0.707, -1.258, 2.981)
C (-2.570, 0.248, -3.423)
C (-1.599, 1.425, -2.816)
H (-0.104, 7.362, -1.724)
C (1.148, 1.581, -0.675)
H (0.946, 4.243, 1.315)
C (-0.142, -1.718, 3.493)
H (1.770, -4.149, 3.672)
H (0.985, 6.491, 0.441)
H (-1.787, -0.443, -5.561)
C (0.784, 4.199, 0.139)
N (-1.608, 6.022, -0.897)
O (-1.440, -2.840, 0.348)
H (-0.585, -0.868, 4.032)

## Properties
Frontier orbital gap: 6.78 eV
Energy: -1567.7144 Eh
Highest occupied orbital energy: -0.29576 hartree
SMILES: C=CCC1=C(CCCCCN)C(=O)OC1=O.CN(C)P(=O)(N(C)C)N(C)C



Entry 2:
Below is a molecular structure, C4H6InO in a non-equilibrium geometry, with properties calculated with the ωB97M-V functional and the def2-TZVPD basis.

Cartesian coordinates (Å):
H (-1.727, 0.308, 0.517)
C (-0.693, -0.807, -1.180)
H (-0.214, 1.980, -0.378)
H (2.131, 1.920, 1.000)
C (-0.754, 0.222, 0.026)
H (-1.629, -1.238, -1.544)
H (0.116, -0.633, -1.893)
C (1.511, 1.058, 0.752)
O (-0.281, -1.269, 0.082)
In (-0.580, -2.836, 1.171)
C (0.250, 1.216, 0.370)
H (1.869, 0.078, 1.077)

## Properties
Frontier orbital gap (spin up / spin down): 10.29 / 4.01 eV
Total charge: +2
Energy: -420.4907 Eh
Highest occupied orbital energy (spin up / spin down): -0.72076 / -0.66889 hartree
2S+1: 2



Entry 3:
Below is a molecular structure, C35H31AsN5O8SSeSn in a non-equilibrium geometry, with properties calculated with the ωB97M-V functional and the def2-TZVPD basis.

Cartesian coordinates (Å):
H (-1.096, -2.823, 1.811)
C (3.533, -3.028, 5.738)
H (0.012, -4.449, -3.370)
C (2.003, 2.789, 2.502)
C (-6.207, 2.368, -0.039)
C (-0.405, -3.703, -2.692)
O (-4.184, -1.234, 1.192)
Sn (0.279, 0.328, 0.853)
S (-3.398, -0.072, 1.536)
C (3.062, 4.573, 0.766)
C (2.866, 3.227, 0.439)
H (-2.082, 1.759, -3.057)
N (2.359, 0.693, -1.181)
H (3.952, 3.477, -1.246)
C (-0.741, -5.859, 0.229)
H (1.559, -1.164, -1.591)
H (-1.138, 4.561, 2.071)
O (-0.153, -0.041, -3.739)
C (-0.544, -5.454, -1.036)
C (0.336, 1.296, -3.731)
H (3.483, 5.258, 0.038)
C (2.337, -0.456, -1.874)
H (-0.188, -2.315, -4.117)
O (-0.344, -1.856, -0.526)
H (0.268, 1.716, -2.731)
C (-0.619, -3.046, -0.300)
H (-3.617, 4.549, -0.175)
C (3.059, -2.034, 3.614)
C (-1.634, -1.585, -2.857)
C (-2.823, -1.940, -2.253)
H (-6.015, 4.376, -0.762)
C (4.236, 1.371, -2.494)
N (3.353, 2.805, -0.807)
C (-0.569, -4.051, -1.376)
N (4.776, -3.388, 5.391)
H (-0.404, -6.180, -1.832)
C (-3.504, 2.563, 0.616)
H (-0.214, 1.920, -4.437)
N (-0.694, -2.549, -3.277)
C (-4.225, 1.374, 0.876)
C (4.203, 0.185, -3.190)
C (-3.771, -0.969, -1.963)
O (-0.660, 2.122, 2.059)
C (-0.930, -3.551, 1.028)
H (4.936, -0.007, -3.966)
H (3.171, -1.708, -3.403)
C (3.291, 1.587, -1.479)
O (-1.566, 4.529, 1.201)
C (-5.510, 3.538, -0.298)
C (3.234, -0.762, -2.879)
H (-0.736, -6.913, 0.475)
H (1.583, 2.041, 3.159)
C (-1.365, -0.263, -3.154)
C (4.347, -2.396, 3.237)
C (2.177, 4.089, 2.930)
H (-7.255, 2.294, -0.303)
C (5.152, -3.061, 4.147)
C (2.651, -2.362, 4.903)
N (2.327, 2.359, 1.275)
H (1.375, 1.244, -4.026)
H (4.994, 2.120, -2.699)
H (-4.687, -1.249, -1.452)
C (2.706, 5.000, 2.025)
H (1.656, -2.100, 5.246)
H (3.225, -3.291, 6.747)
C (-5.566, 1.283, 0.543)
H (-4.227, 1.129, -2.031)
H (4.713, -2.159, 2.243)
C (-4.163, 3.639, 0.028)
H (-6.090, 0.355, 0.738)
As (-1.569, 2.779, 0.805)
O (-2.164, 0.093, 0.704)
H (-3.006, -2.981, -2.006)
H (2.841, 6.039, 2.301)
O (-0.819, 2.527, -0.649)
C (-3.507, 0.358, -2.272)
Se (1.931, -1.148, 2.404)
C (-0.976, -4.878, 1.262)
O (-3.188, 0.188, 2.937)
H (6.161, -3.351, 3.863)
H (-1.183, -5.225, 2.269)
H (1.887, 4.379, 3.932)
C (-2.297, 0.718, -2.860)

## Properties
Frontier orbital gap: 6.43 eV
Total charge: -1
Energy: -7477.8437 Eh
Highest occupied orbital energy: -0.16828 hartree



Entry 4:
Below is 2 unconnected molecules or ions with the total composition C12H18ClF5N2O5P2 in a non-equilibrium geometry, with properties calculated with the ωB97M-V functional and the def2-TZVPD basis.

Cartesian coordinates (Å):
C (1.763, -0.949, 1.894)
O (-0.238, -1.880, -4.503)
C (-0.513, -0.011, 0.853)
H (-0.885, -3.008, 3.117)
Cl (-0.626, -0.190, 4.177)
C (1.928, 0.695, -0.076)
O (-0.368, -4.321, -3.913)
H (2.420, -2.389, 0.247)
H (1.644, -3.133, 1.866)
H (-0.601, 0.646, -1.898)
H (-1.629, -1.128, -0.595)
C (-2.992, 2.073, 2.187)
C (-3.615, 0.701, -0.064)
H (2.173, -0.811, 2.954)
F (2.934, 2.834, 1.754)
H (2.048, -1.124, -1.457)
C (-2.461, 1.325, 0.857)
P (0.510, -3.227, -4.552)
C (1.909, 2.237, -0.468)
H (3.026, 0.431, 0.120)
H (-0.179, -1.835, -0.236)
H (-3.771, -0.426, 0.113)
C (2.077, 3.260, 0.746)
F (2.482, 4.499, 0.187)
H (-3.380, 1.301, 2.930)
H (-3.230, 0.790, -1.143)
O (0.813, -3.592, -6.015)
N (-0.646, -0.906, -0.349)
O (-0.955, -2.633, 2.216)
C (1.988, -2.212, 1.278)
O (1.833, -3.110, -3.766)
H (-3.899, 2.692, 1.840)
P (-1.364, -0.947, 2.309)
C (1.041, 0.302, 1.204)
F (3.052, 2.449, -1.313)
F (0.785, 3.503, 1.258)
F (0.802, 2.652, -1.216)
H (-4.604, 1.274, 0.041)
C (1.515, -0.118, -1.427)
N (-1.136, 1.298, 0.574)
H (0.993, 1.108, 2.008)
H (-2.210, 2.770, 2.628)
C (-0.049, -0.301, -1.604)
H (-0.259, -1.080, -2.445)
H (1.877, 0.495, -2.317)

## Properties
Frontier orbital gap: 1.95 eV
Total charge: -2
Energy: -2595.7306 Eh
Highest occupied orbital energy: 0.04691 hartree



Entry 5:
Below is a single C5H6O2 molecule, with properties calculated with the ωB97M-V functional and the def2-TZVPD basis.

Cartesian coordinates (Å):
C (1.635, -0.167, -0.741)
H (-2.255, 0.443, 1.641)
C (-0.274, -0.104, 1.007)
H (1.190, 1.904, -1.270)
C (-1.763, -0.384, 1.116)
C (0.572, -0.232, 0.025)
H (0.312, 0.278, 1.841)
H (-2.069, -1.250, -0.597)
H (2.358, -0.976, -0.794)
H (-1.931, -1.280, 1.738)
C (1.883, 1.070, -1.512)
O (2.763, 1.186, -2.332)
O (-2.422, -0.488, -0.122)

## Properties
Frontier orbital gap: 9.99 eV
Energy: -344.5140 Eh
Highest occupied orbital energy: -0.36110 hartree
SMILES: O=CC=C=CCO